DFT (ωB97M-V with the def2-TZVPD basis set) results for 3 unconnected molecules or ions with the total composition C13H21N3O2.

The relative energy (zero: lowest compared OMol25 entry of this formula, charge and spin) comes out at 58.86 kcal per mole.

Last column: natural (NBO) charge in e.
Atoms and positions in Å:
C -0.396916 1.306142 2.194497  -0.258
O -0.112460 2.570331 1.582103  -0.558
C -1.205983 2.962216 0.841733  0.821
O -1.270100 2.702273 -0.273661  -0.532
C -2.230328 3.760237 1.585098  -0.532
C -3.518610 2.990002 1.906100  -0.402
C -3.962209 1.970896 0.869043  -0.222
N -5.166105 1.230913 1.343710  -0.815
H -0.415784 0.580940 1.389190  0.182
H -1.350811 1.339903 2.702072  0.168
H 0.366544 1.036845 2.902289  0.204
H -2.405764 4.666790 1.026550  0.239
H -1.781354 4.049782 2.521219  0.228
H -3.436493 2.494428 2.864680  0.198
H -4.311194 3.721796 1.997097  0.209
H -4.245549 2.429659 -0.064247  0.198
H -3.196942 1.230957 0.693840  0.185
H -4.866104 0.501148 1.979534  0.345
H -5.687659 1.865008 1.940228  0.341
N -0.123595 -1.565485 -0.941286  -0.508
C -0.635855 -2.818425 -1.128291  -0.067
C 0.071644 -3.686798 -0.338453  -0.309
C 1.048368 -2.926094 0.357790  -0.290
C 0.900077 -1.621410 -0.033773  -0.123
H -0.447043 -0.730794 -1.398357  0.422
H -1.455643 -2.985294 -1.805715  0.215
H -0.092776 -4.748676 -0.267057  0.226
H 1.774323 -3.293653 1.063796  0.226
H 1.432505 -0.728452 0.251869  0.217
N 3.717370 -1.758211 -1.976218  -0.514
C 3.876580 -2.494321 -3.116343  -0.064
C 5.167772 -2.333866 -3.545493  -0.314
C 5.814212 -1.467973 -2.623430  -0.309
C 4.892888 -1.132378 -1.666786  -0.080
H 2.865344 -1.688956 -1.444952  0.420
H 3.060491 -3.067188 -3.522668  0.208
H 5.601160 -2.787273 -4.421321  0.219
H 6.837011 -1.131522 -2.658358  0.219
H 4.973213 -0.504156 -0.795906  0.206

Force components x, y, z for each atom (eV/Å):
0.05 0.17 -0.67
0.26 -0.08 0.78
0.50 1.08 3.83
-0.35 -1.14 -4.99
0.16 -0.09 0.80
0.10 0.20 -0.75
-1.07 -0.54 0.79
0.45 0.27 0.14
-0.17 -0.50 0.07
-0.36 -0.10 0.24
0.41 0.19 0.18
-0.25 0.15 -0.37
0.13 0.32 0.35
0.13 -0.18 0.27
-0.29 0.20 0.20
0.27 0.28 -0.40
0.32 -0.15 -0.29
0.01 -0.15 -0.04
-0.30 -0.01 -0.14
-0.03 0.00 0.01
0.01 0.02 -0.02
-0.03 -0.01 -0.02
0.00 -0.01 0.00
0.05 0.18 -0.02
0.01 0.00 0.02
0.01 -0.02 0.00
0.00 0.00 0.00
0.00 0.00 -0.01
-0.01 -0.01 0.04
0.04 0.03 -0.02
-0.05 0.02 0.01
0.00 -0.03 -0.02
0.04 0.02 0.02
-0.06 0.02 0.01
0.01 -0.12 0.01
0.01 0.00 -0.01
0.00 0.00 0.00
0.00 0.00 0.00
0.02 0.01 -0.01

=====

DFT (ωB97M-V with the def2-TZVPD basis set) results for a gas-phase ion, C13H21N8O5S2 (charge +1).

Its total charge is +1.

Last column: natural (NBO) charge in e.
Atoms and positions in Å:
O 1.254053 -0.584675 -3.028405  -0.555
O 2.738087 -2.997189 -2.798971  -0.816
O 1.208955 -4.556656 -1.800784  -0.878
N -1.060478 -1.641615 1.729948  -0.446
N -1.275077 2.120873 0.084437  -0.003
N -2.445810 1.559492 0.400816  -0.286
N -0.121203 1.480836 0.330403  -0.325
O 2.659677 -0.752440 -0.173612  -0.526
O 2.421973 -3.105843 -0.169084  -0.660
S -3.833384 1.502442 -2.968654  0.133
C 0.335362 -1.026205 -2.379501  0.679
C 0.258980 -1.728627 1.807090  0.252
C -2.437997 0.350532 0.928045  0.357
C -0.104926 0.317610 0.967701  0.326
C -1.296967 -0.345924 1.198001  -0.018
N -3.620323 -0.262182 1.156342  -0.769
N 0.902022 -0.538350 1.355953  -0.382
N 0.406262 -2.165174 -1.665984  -0.856
C -5.299731 1.650163 -1.912607  -0.723
C -3.441343 -0.319709 -2.824713  -0.511
C -2.029983 -0.740232 -3.312815  -0.426
C 4.074881 -1.997490 1.179395  -0.444
C 3.223315 -1.099119 2.104575  -0.436
C -0.935172 -0.117410 -2.405716  -0.132
C 3.354334 -2.015759 -0.169103  0.323
C 2.319680 -0.323168 1.153667  0.242
N -0.676550 1.295819 -2.807528  -0.708
S 1.764788 -3.224252 -1.701449  2.388
H 0.795233 -2.617066 2.160103  0.243
H -4.322003 0.413535 1.422819  0.408
H -3.447176 -1.037675 1.767124  0.407
H -0.387040 -2.529939 -1.180077  0.444
H -6.151975 1.183707 -2.399678  0.231
H -5.543196 2.715244 -1.746867  0.256
H -5.123193 1.203989 -0.938482  0.223
H -4.169951 -0.825636 -3.420463  0.235
H -3.567981 -0.678686 -1.794826  0.221
H -1.813576 -0.476810 -4.367824  0.235
H -1.984287 -1.854243 -3.257891  0.248
H 4.213093 -3.012018 1.544037  0.245
H 5.070872 -1.544645 1.060695  0.240
H 2.687140 -1.688549 2.835367  0.225
H 3.888506 -0.402968 2.675905  0.249
H -1.354945 -0.120045 -1.393715  0.229
H 4.130225 -2.084406 -0.955883  0.239
H 2.462703 0.748575 1.294230  0.225
H -0.275775 1.793293 -1.973404  0.477
H -1.541374 1.777981 -3.077280  0.461
H -0.018609 1.401126 -3.603726  0.459

Force components x, y, z for each atom (eV/Å):
0.32 -0.14 -0.10
-2.32 1.22 3.56
-0.26 1.91 1.41
0.87 0.87 -0.33
0.41 -1.79 0.51
1.42 1.17 -0.44
0.52 1.82 -0.47
0.42 -0.30 -0.44
-0.69 0.83 -2.79
0.34 -0.71 0.08
0.72 3.19 -1.51
-1.12 1.62 -0.75
-1.16 -0.67 0.07
-1.37 -0.90 -0.22
2.32 -1.62 0.96
-0.26 0.41 0.03
-0.57 -1.06 0.57
0.91 -0.66 0.29
-0.12 0.33 0.12
0.23 0.39 -0.09
-0.10 0.22 0.12
0.15 0.01 0.17
1.04 0.07 0.33
-1.29 -2.20 0.47
1.14 1.71 2.03
0.25 -0.42 -0.20
1.62 0.19 0.50
1.64 -3.80 -3.07
-0.19 0.62 -0.21
-0.43 -0.38 0.08
-0.76 -0.46 0.41
-0.41 -0.41 0.34
0.01 -0.07 0.00
0.37 -0.46 -0.29
0.11 -0.09 0.01
-0.49 -0.40 -0.41
0.01 0.38 -0.05
-0.28 -0.10 0.44
0.04 0.79 0.01
0.02 -0.01 0.16
-0.37 -0.24 -0.18
-0.24 -0.01 0.13
-0.70 -0.58 -0.49
0.08 0.44 -0.17
-1.21 0.12 -0.16
0.12 -0.01 -0.69
-0.28 -0.17 -0.72
-0.44 -0.09 0.43
-0.03 -0.56 0.56

=====

DFT (ωB97M-V with the def2-TZVPD basis set) results for 2 unconnected molecules or ions with the total composition C13H21NO.

The relative energy (zero: lowest compared OMol25 entry of this formula, charge and spin) comes out at 63.12 kcal per mole.

Last column: natural (NBO) charge in e.
Atoms and positions in Å:
C -1.834607 -0.529798 -0.509181  -0.435
C -2.441583 -1.950095 -0.537162  -0.608
C -2.747323 0.456597 0.126880  -0.023
C -3.518091 1.336942 -0.681030  -0.188
C -2.968601 0.443413 1.505241  -0.206
C -4.367897 2.269780 -0.048316  -0.233
C -3.682235 1.417157 2.157029  -0.210
C -4.449909 2.255055 1.319784  -0.218
H -0.806438 -0.536943 -0.084600  0.214
H -1.476097 -0.224427 -1.534864  0.209
H -3.534422 -1.794705 -0.537223  0.212
H -3.487225 1.153144 -1.771859  0.212
H -2.371810 -0.300284 2.086239  0.204
H -4.706244 3.112060 -0.650666  0.220
H -3.893651 1.223101 3.221764  0.218
H -5.113130 2.817796 1.947672  0.211
H -2.147977 -2.394513 0.443205  0.208
H -2.159688 -2.547032 -1.392383  0.213
C 2.120018 -0.560521 -1.228409  -0.234
C 2.006823 -1.173944 -2.622085  -0.649
C 4.519859 -0.831840 -1.465879  -0.463
C 4.648749 -0.659799 1.742968  -0.718
C 3.614040 -0.282837 0.721936  0.685
O 2.730873 0.474900 1.040640  -0.569
N 3.430361 -1.071080 -0.496987  -0.462
H 2.286022 0.533032 -1.323780  0.201
H 1.232460 -0.855335 -0.627744  0.218
H 2.839724 -1.944184 -2.891469  0.212
H 1.916511 -0.495805 -3.504873  0.220
H 5.375597 -1.422907 -0.928470  0.227
H 5.706249 -0.859819 1.394055  0.224
H 1.210778 -1.853253 -2.662850  0.215
H 4.489483 -1.584651 -2.226468  0.206
H 4.532709 0.152208 -1.972526  0.202
H 4.778630 0.028838 2.555064  0.241
H 4.328811 -1.595860 2.212147  0.245

Force components x, y, z for each atom (eV/Å):
1.94 -0.35 -1.71
-0.30 0.90 1.40
-1.22 0.83 -0.84
0.43 -0.90 0.89
2.50 -0.66 0.39
1.33 -0.06 -1.07
-1.56 -1.51 -1.11
0.27 0.01 2.48
-0.83 -0.09 0.68
-1.20 0.02 0.56
0.37 -0.49 -0.08
0.12 0.73 0.67
-0.59 0.59 -0.37
-0.79 -0.44 0.21
0.16 0.87 -0.54
-0.49 1.05 -0.63
-0.44 -0.28 -0.91
0.27 -0.21 0.00
1.63 -0.34 0.52
2.02 -1.30 -1.24
1.54 -3.07 1.84
2.16 -1.26 -0.49
-1.47 -0.93 -0.45
0.07 0.51 0.23
-1.16 2.31 -1.00
-0.72 -0.55 0.34
0.84 0.66 -0.24
-1.13 1.69 0.54
0.15 -0.23 0.99
-0.30 2.57 -0.76
-1.26 0.14 -0.14
-1.74 -0.63 -0.02
-0.66 -0.10 -0.83
0.66 -0.22 0.86
-0.49 0.77 0.07
-0.11 -0.02 -0.22

=====

Calculated lowest unoccupied orbital energy, 0.57 -3.36 0.84 eV (same order as the records).
Calculated largest force on an atom, 5.130 5.157 3.892 eV Å⁻¹ (same order as the records).